a:
Here is one molecule with the formula C3H4Cl2S from OMol25. Energies are from ωB97M-V/def2-TZVPD.

Computed properties:
Structure (SMILES): C=C(CCl)SCl
Orbital gap, hartree: 0.32405

Atoms and positions in Å:
C1 -0.07 0.07 -0.24
Cl1 1.95 1.10 1.20
Cl2 -2.70 0.73 1.59
H1 0.11 -1.18 -2.09
H2 -1.13 0.04 -2.01
H3 1.76 -0.84 0.14
S1 -1.10 1.61 0.56
H4 0.63 -0.82 1.59
C2 0.94 -0.31 0.70
C3 -0.39 -0.41 -1.43

natural (NBO) analysis output, partial charges in e:
1 C -0.073
2 Cl -0.066
3 Cl -0.178
4 H 0.223
5 H 0.220
6 H 0.237
7 S 0.188
8 H 0.244
9 C -0.433
10 C -0.362



b:
Here is one molecule with the formula C3H4Cl2S from OMol25. Energies are from ωB97M-V/def2-TZVPD.

Computed properties:
Structure (SMILES): CSC=C(Cl)Cl
Orbital gap, hartree: 0.33153

Atoms and positions in Å:
H1 -0.30 0.85 -0.03
C1 -0.35 0.00 0.55
Cl1 -1.04 -1.58 2.66
H2 0.01 0.12 -2.23
S1 0.24 -1.28 -0.48
C2 0.92 0.04 -1.54
Cl2 -1.62 1.22 2.52
H3 1.19 1.09 -0.88
C3 -0.96 -0.11 1.71
H4 1.92 -0.36 -2.28

natural (NBO) analysis output, partial charges in e:
1 H 0.224
2 C -0.394
3 Cl 0.020
4 H 0.231
5 S 0.277
6 C -0.796
7 Cl 0.059
8 H 0.243
9 C -0.114
10 H 0.249



Least stable of them? b.



a:
Here is C29H36FeN2O4P as an isolated structure from OMol25. Energies are from ωB97M-V/def2-TZVPD.

Computed properties:
Total charge: +2
Spin multiplicity: 2
Orbital gap (alpha / beta), hartree: 0.23351 / 0.23851

Atoms and positions in Å:
H1 -0.52 -5.51 -0.56
H2 -2.92 4.19 5.58
C1 0.19 3.60 -2.86
C2 -0.41 -4.45 -0.38
C3 -1.50 -3.68 -0.01
H3 0.04 4.72 0.85
H4 0.23 3.30 -3.90
H5 -0.36 6.76 -3.52
H6 1.43 0.67 3.71
C4 1.03 0.94 2.73
H7 1.85 1.38 2.16
C5 -2.36 -1.37 0.65
H8 -2.07 -1.44 -4.00
H9 3.35 -3.11 -0.70
C6 -0.80 2.33 1.71
C7 -0.04 3.05 -0.52
H10 2.94 1.32 -1.36
H11 -3.45 0.44 -3.07
P1 0.12 0.86 -2.02
H12 -1.45 -1.74 -2.39
C8 -1.28 -1.18 -3.31
C9 1.55 0.55 -4.47
H13 0.71 -0.01 -4.88
C10 2.18 -1.66 -0.22
H14 -3.84 3.73 0.95
C11 -2.01 3.05 1.80
H15 -0.34 -1.52 -3.74
C12 -2.85 3.43 0.61
H16 -3.12 2.47 5.90
C13 -2.40 3.23 5.59
H17 1.88 -0.59 -2.69
H18 -2.45 4.24 0.02
C14 -1.30 0.33 -3.06
C15 -2.49 3.33 3.07
C16 0.84 -3.85 -0.50
C17 1.67 0.46 -2.94
N1 -0.13 -1.74 0.02
C18 -0.18 1.83 2.85
O1 3.36 -2.16 -0.49
O2 -2.10 -0.20 0.80
H19 2.46 0.16 -4.91
C19 -2.62 0.82 -2.47
C20 -1.31 -2.32 0.19
H20 2.69 2.36 -2.77
C21 0.07 4.40 -0.18
H21 1.70 -4.45 -0.75
N2 -0.21 2.01 0.44
C22 0.41 5.99 -3.62
C23 0.27 4.95 -2.54
H22 1.46 1.59 -4.79
H23 3.76 0.97 -2.88
C24 2.83 1.33 -2.45
H24 1.38 6.49 -3.54
C25 0.06 2.65 -1.85
H25 -1.14 0.85 -4.01
C26 0.24 5.33 -1.19
H26 -0.19 1.76 4.99
H27 -2.97 2.57 -0.05
O3 2.08 -0.49 0.11
H28 -2.76 0.47 -1.44
H29 -2.68 1.91 -2.46
H30 -4.16 -1.28 1.20
H31 0.76 -0.06 2.31
C27 -0.70 2.13 4.10
H32 0.33 6.38 -0.94
H33 -3.41 3.88 3.17
H34 -1.62 3.27 6.34
O4 -3.52 -1.94 0.88
H35 -2.48 -4.12 0.14
C28 -1.84 2.90 4.23
C29 0.93 -2.49 -0.27
H36 0.33 5.56 -4.61
Fe1 0.17 0.34 0.19

Löwdin analysis output, partial charges in e:
1 H 0.139
2 H 0.088
3 C -0.017
4 C 0.031
5 C 0.070
6 H 0.135
7 H 0.115
8 H 0.095
9 H 0.103
10 C -0.022
11 H 0.098
12 C -0.436
13 H 0.099
14 H 0.141
15 C -0.200
16 C -0.260
17 H 0.070
18 H 0.096
19 P 1.129
20 H 0.059
21 C -0.084
22 C -0.082
23 H 0.065
24 C -0.408
25 H 0.091
26 C -0.184
27 H 0.072
28 C -0.007
29 H 0.096
30 C -0.027
31 H 0.097
32 H 0.082
33 C -0.506
34 C 0.018
35 C 0.060
36 C -0.501
37 N 0.110
38 C -0.192
39 O 0.227
40 O 0.103
41 H 0.098
42 C -0.084
43 C -0.146
44 H 0.082
45 C 0.005
46 H 0.135
47 N -0.023
48 C -0.026
49 C -0.233
50 H 0.080
51 H 0.098
52 C -0.085
53 H 0.097
54 C -0.270
55 H 0.116
56 C 0.008
57 H 0.130
58 H 0.071
59 O 0.042
60 H 0.053
61 H 0.081
62 H 0.168
63 H 0.075
64 C 0.016
65 H 0.133
66 H 0.130
67 H 0.088
68 O 0.196
69 H 0.144
70 C -0.231
71 C -0.142
72 H 0.083
73 Fe 0.549



b:
Here is C29H36FeN2O4P as an isolated structure from OMol25. Energies are from ωB97M-V/def2-TZVPD.

Computed properties:
Total charge: +2
Spin multiplicity: 2
Orbital gap (alpha / beta), hartree: 0.21018 / 0.21485

Atoms and positions in Å:
O1 -4.50 -2.31 -0.55
C1 3.81 -0.90 -2.01
H1 -0.95 -2.89 -1.70
N1 1.13 -0.52 0.46
H2 2.24 2.22 0.83
C2 -2.55 2.02 -1.81
H3 0.19 -2.76 1.51
C3 -1.07 1.73 -2.05
C4 -1.49 1.70 2.50
H4 0.87 2.63 -1.60
C5 -5.13 0.19 1.05
H5 3.22 0.14 6.25
H6 -0.03 -2.89 3.25
H7 -6.04 -0.26 0.67
H8 -2.77 3.05 -2.10
C6 1.34 -1.32 2.70
H9 -2.80 1.92 -0.75
H10 3.75 -1.17 0.10
H11 1.21 -0.03 -4.02
C7 3.82 -0.63 -4.51
H12 -1.92 0.45 -4.33
H13 -0.60 2.87 3.67
C8 1.97 -1.36 3.92
H14 4.16 1.16 3.49
C9 2.81 0.49 1.99
C10 0.13 -2.18 2.44
H15 3.68 -1.54 5.98
C11 -0.17 2.67 -1.26
C12 -5.21 1.35 1.80
C13 -1.03 -2.53 -2.73
C14 1.75 -0.27 -3.11
O2 -0.50 1.17 2.04
H16 -0.51 3.70 -1.37
Fe1 -0.76 -0.66 0.57
C15 3.20 -0.89 -0.79
H17 -5.39 -1.94 -0.43
H18 -1.69 -3.21 -3.26
H19 -0.86 1.83 -3.12
C16 3.40 0.43 3.25
H20 -4.06 2.79 2.94
O3 -1.51 2.65 3.41
C17 -3.89 -0.37 0.82
H21 -6.16 1.82 2.00
H22 -2.39 -1.18 -4.79
C18 1.09 -0.27 -1.90
H23 -3.21 1.37 -2.39
C19 -2.84 1.26 2.03
N2 -2.77 0.17 1.29
H24 3.62 1.38 0.16
C20 1.83 -0.55 -0.70
H25 -0.18 2.43 -0.19
C21 3.14 1.66 1.09
H26 3.82 2.34 1.61
C22 3.03 -0.50 4.21
C23 1.81 -0.46 1.69
H27 -0.05 -2.58 -3.19
H28 4.76 -0.23 5.47
C24 -3.57 -1.63 0.08
C25 3.12 -0.58 -3.19
C26 -1.65 -0.60 -4.24
P1 -0.69 -0.02 -1.63
H29 -2.61 -1.12 -2.41
H30 1.64 -2.07 4.67
H31 4.72 -0.01 -4.49
C27 -1.59 -1.10 -2.80
C28 -4.04 1.90 2.32
O4 -2.42 -2.01 0.05
H32 4.86 -1.18 -2.08
H33 -0.69 -0.75 -4.76
H34 -0.83 -1.60 2.46
H35 4.13 -1.65 -4.74
H36 3.19 -0.28 -5.32
C29 3.71 -0.54 5.55

Löwdin analysis output, partial charges in e:
1 O 0.214
2 C 0.003
3 H 0.064
4 N 0.026
5 H 0.081
6 C -0.088
7 H 0.097
8 C -0.510
9 C -0.423
10 H 0.083
11 C 0.054
12 H 0.097
13 H 0.107
14 H 0.133
15 H 0.096
16 C -0.189
17 H 0.058
18 H 0.133
19 H 0.111
20 C -0.026
21 H 0.069
22 H 0.165
23 C 0.016
24 H 0.130
25 C -0.183
26 C -0.023
27 H 0.088
28 C -0.090
29 C 0.024
30 C -0.088
31 C -0.017
32 O 0.088
33 H 0.093
34 Fe 0.541
35 C 0.013
36 H 0.135
37 H 0.098
38 H 0.112
39 C 0.018
40 H 0.142
41 O 0.200
42 C -0.154
43 H 0.137
44 H 0.097
45 C -0.244
46 H 0.079
47 C -0.146
48 N 0.131
49 H 0.075
50 C -0.274
51 H 0.054
52 C -0.006
53 H 0.090
54 C -0.228
55 C -0.204
56 H 0.083
57 H 0.089
58 C -0.419
59 C -0.219
60 C -0.080
61 P 1.114
62 H 0.091
63 H 0.131
64 H 0.097
65 C -0.512
66 C 0.069
67 O 0.044
68 H 0.134
69 H 0.076
70 H 0.080
71 H 0.100
72 H 0.085
73 C -0.026



Least stable of them? b.



a:
Here is an isolated ion of composition C4H8N3S and charge +1 from OMol25. Energies are from ωB97M-V/def2-TZVPD.

Computed properties:
Total charge: +1
Orbital gap (alpha / beta), hartree: 0.28688 / 0.28684

Atoms and positions in Å:
S1 2.83 0.13 -0.21
H1 -2.15 0.73 -1.30
H2 0.62 2.54 -0.45
N1 0.50 1.65 0.09
C1 -0.87 1.57 0.44
C2 1.34 0.72 0.08
C3 -1.55 0.48 -0.44
H3 0.91 -2.58 1.06
N2 0.80 -2.04 0.25
H4 1.65 -1.54 -0.04
H5 -0.96 1.53 1.62
N3 0.01 -0.95 0.45
H6 0.52 -2.66 -0.47
C4 -0.99 -0.72 -0.37
H7 -1.34 2.64 0.34
H8 -1.31 -1.50 -1.05

natural (NBO) analysis output, partial charges in e:
1 S 0.121
2 H 0.246
3 H 0.464
4 N -0.586
5 C -0.290
6 C 0.270
7 C -0.269
8 H 0.425
9 N -0.512
10 H 0.408
11 H 0.254
12 N -0.351
13 H 0.408
14 C -0.041
15 H 0.252
16 H 0.201



b:
Here is an isolated ion of composition C4H8N3S and charge +1 from OMol25. Energies are from ωB97M-V/def2-TZVPD.

Computed properties:
Structure (SMILES): C[C@@H]1N=[N+]=C(C[S-])[NH2+]1
Total charge: +1
Orbital gap (alpha / beta), hartree: 0.28560 / 0.26952

Atoms and positions in Å:
H1 -0.63 -1.72 -1.74
N1 1.75 -0.28 0.44
C1 0.13 0.59 1.53
C2 -0.73 1.16 2.53
C3 0.33 -1.70 -1.03
H2 -0.27 1.11 3.51
H3 -1.27 -0.04 0.12
H4 -0.50 1.45 -0.33
H5 1.10 -2.15 -1.57
H6 -1.57 0.46 2.47
N2 -0.43 0.48 0.09
H7 0.11 -2.41 -0.23
S1 -2.19 2.76 2.45
H8 0.97 0.34 -1.41
C4 0.67 -0.37 -0.51
N3 1.28 0.08 1.57

natural (NBO) analysis output, partial charges in e:
1 H 0.249
2 N -0.045
3 C 0.376
4 C -0.549
5 C -0.657
6 H 0.285
7 H 0.443
8 H 0.472
9 H 0.279
10 H 0.255
11 N -0.582
12 H 0.239
13 S 0.158
14 H 0.239
15 C 0.028
16 N -0.190



Least stable of them? b.



a:
Here is a 2-piece molecular cluster, C2H8N4O overall from OMol25. Energies are from ωB97M-V/def2-TZVPD.

Computed properties:
Total charge: +2
Orbital gap, hartree: 0.34519

Atoms and positions in Å:
H1 -2.70 -1.79 -0.81
H2 -4.43 -1.33 -0.85
C1 -3.43 -1.20 -0.38
O1 1.09 0.13 -0.26
N1 4.10 1.19 0.61
H3 4.97 1.04 1.14
C2 2.12 0.06 0.17
H4 -3.49 -1.71 0.60
H5 3.62 -0.87 0.78
H6 -3.52 0.99 -0.40
N2 -2.92 0.15 -0.38
N3 3.25 0.07 0.69
N4 -1.73 0.38 -0.38
H7 4.42 1.54 -0.28
H8 -1.37 1.35 -0.25

natural (NBO) analysis output, partial charges in e:
1 H 0.260
2 H 0.287
3 C -0.487
4 O -0.281
5 N -0.615
6 H 0.425
7 C 1.006
8 H 0.297
9 H 0.475
10 H 0.435
11 N -0.047
12 N -0.424
13 N -0.140
14 H 0.415
15 H 0.394



b:
Here is a 2-piece molecular cluster, C2H8N4O overall from OMol25. Energies are from ωB97M-V/def2-TZVPD.

Computed properties:
Total charge: +2
Orbital gap (alpha / beta), hartree: 0.29324 / 0.31220

Atoms and positions in Å:
N1 0.78 0.10 -0.50
H1 -2.05 2.05 -1.41
N2 0.59 -1.34 1.22
H2 0.65 -1.46 3.28
N3 -1.23 0.46 -0.56
C1 1.18 -0.93 0.16
H3 -0.36 1.90 -1.72
H4 -0.58 -2.66 2.31
H5 2.06 -1.41 -0.25
H6 -1.52 0.56 0.48
O1 1.14 0.45 -1.68
H7 1.16 -0.10 -2.41
N4 -1.11 1.84 -1.04
H8 -0.89 2.34 -0.19
C2 0.18 -1.81 2.30

natural (NBO) analysis output, partial charges in e:
1 N 0.040
2 H 0.481
3 N -0.317
4 H 0.271
5 N -0.252
6 C 0.284
7 H 0.462
8 H 0.270
9 H 0.283
10 H 0.374
11 O -0.448
12 H 0.520
13 N -0.559
14 H 0.448
15 C 0.144



Least stable of them? b.



a:
Here is C6H9F as an isolated structure from OMol25. Energies are from ωB97M-V/def2-TZVPD.

Computed properties:
Orbital gap, hartree: 0.41048

Atoms and positions in Å:
C1 0.77 -0.80 0.05
C2 -1.02 0.03 -0.13
H1 -0.96 -1.95 -0.88
H2 1.59 -1.54 0.26
F1 -2.34 0.36 -0.20
H3 -0.50 -0.12 1.94
C3 1.21 0.70 -0.16
H4 1.86 1.17 -0.95
C4 -0.45 -0.78 1.04
C5 -0.16 1.45 -0.02
H5 -0.06 1.87 0.98
H6 -1.19 -1.70 1.18
H7 -0.56 2.09 -0.86
C6 -0.24 -1.07 -0.99
H8 0.30 -0.78 -1.92
H9 1.76 1.04 0.69

natural (NBO) analysis output, partial charges in e:
1 C -0.225
2 C 0.380
3 H 0.237
4 H 0.224
5 F -0.350
6 H 0.203
7 C -0.427
8 H 0.231
9 C -0.453
10 C -0.442
11 H 0.212
12 H 0.226
13 H 0.220
14 C -0.455
15 H 0.214
16 H 0.205



b:
Here is a 2-piece molecular cluster, C6H9F overall from OMol25. Energies are from ωB97M-V/def2-TZVPD.

Computed properties:
Orbital gap, hartree: 0.34519

Atoms and positions in Å:
C1 2.50 0.13 2.15
H1 0.11 1.17 -1.87
C2 0.39 -0.92 -1.37
C3 -2.17 -0.35 -0.87
F1 0.02 -1.31 -2.63
H2 0.96 0.75 2.91
H3 -0.54 -0.66 0.52
C4 2.13 0.93 3.06
H4 1.27 0.88 -0.35
H5 2.34 1.78 3.80
H6 1.07 -1.66 -1.04
H7 -2.88 -0.14 0.01
C5 0.37 0.53 -1.04
H8 -2.36 0.56 -1.60
C6 -0.71 -0.33 -0.48
H9 -2.49 -1.36 -1.21

natural (NBO) analysis output, partial charges in e:
1 C 0.174
2 H 0.230
3 C 0.192
4 C -0.616
5 F -0.359
6 H 0.327
7 H 0.207
8 C -0.802
9 H 0.237
10 H 0.303
11 H 0.182
12 H 0.215
13 C -0.455
14 H 0.215
15 C -0.276
16 H 0.227



Least stable of them? b.



a:
Here is one molecule with the formula C3H4N2 from OMol25. Energies are from ωB97M-V/def2-TZVPD.

Computed properties:
Structure (SMILES): C1=CN2N[C@@H]12
Orbital gap (alpha / beta), hartree: 0.27724 / 0.29137

Atoms and positions in Å:
N1 0.53 1.09 -0.38
C1 0.50 -0.73 -0.44
H1 1.47 0.15 1.23
N2 1.36 0.14 0.22
C2 -0.84 -0.52 0.04
H2 -1.46 1.65 0.29
C3 -0.75 0.85 0.09
H3 -1.67 -1.21 0.16
H4 0.88 -1.41 -1.21

natural (NBO) analysis output, partial charges in e:
1 N -0.281
2 C 0.142
3 H 0.340
4 N -0.480
5 C -0.369
6 H 0.212
7 C -0.008
8 H 0.228
9 H 0.217



b:
Here is one molecule with the formula C3H4N2 from OMol25. Energies are from ωB97M-V/def2-TZVPD.

Computed properties:
Structure (SMILES): C#C/C=N/N
Orbital gap, hartree: 0.35971

Atoms and positions in Å:
H1 2.83 -0.73 0.28
C1 -0.01 0.43 0.00
N1 0.91 -0.45 0.00
N2 2.20 -0.02 -0.11
C2 -1.37 0.05 0.06
H2 2.41 0.83 0.38
H3 -3.56 -0.40 -0.13
H4 0.15 1.52 -0.14
C3 -2.55 -0.13 0.00

natural (NBO) analysis output, partial charges in e:
1 H 0.364
2 C -0.064
3 N -0.178
4 N -0.626
5 C -0.054
6 H 0.341
7 H 0.230
8 H 0.180
9 C -0.193



Least stable of them? a.